# 1
{
  "formula": "C40H39Cl5Ge2N4Ru",
  "method": "the ωB97M-V functional and the def2-TZVPD basis",
  "homo_energy_ev": [-11.650, -13.111],
  "gap_ev": [5.878, 5.681],
  "s2": 6.071,
  "de_lowest_kcal_mol": 77.1,
  "multiplicity": 5,
  "charge": 2,
  "symbols": ["Ru", "C", "C", "C", "C", "C", "C", "C", "N", "N", "C", "C", "C", "C", "C", "C", "N", "C", "C", "C", "C", "C", "C", "N", "H", "H", "H", "H", "H", "H", "H", "H", "H", "H", "H", "H", "H", "H", "H", "H", "H", "H", "H", "H", "Cl", "C", "C", "C", "Cl", "C", "Cl", "C", "Cl", "C", "Cl", "C", "Ge", "C", "C", "Ge", "C", "C", "C", "C", "C", "C", "C", "C", "C", "C", "C", "C", "H", "H", "H", "H", "H", "H", "H", "H", "H", "H", "H", "H", "H", "H", "H", "H", "H", "H", "H"],
  "coordinates": [[0.80041, -2.15267, 0.16615], [-1.90341, -0.35333, 0.26215], [-1.13894, 0.35182, 1.37463], [0.18587, 0.94786, 0.92577], [1.36839, 3.07486, 0.92868], [2.61123, 2.71569, 0.34201], [3.07867, 1.43741, 0.15622], [2.40000, 0.21870, 0.34470], [1.12822, -0.06983, 0.57192], [-1.59099, -1.78086, 0.16049], [-2.01822, -2.30649, -1.13655], [-1.06849, -1.92459, -2.24393], [-1.54645, -1.64799, -3.51535], [-0.65415, -1.38489, -4.54250], [0.70338, -1.43084, -4.27068], [1.11220, -1.72130, -2.98294], [0.24964, -1.94159, -1.98632], [-2.11853, -2.50734, 1.31879], [-1.12914, -2.65518, 2.45082], [-1.59029, -2.86320, 3.74318], [-0.68343, -3.04910, 4.77267], [0.67403, -3.02685, 4.48105], [1.06382, -2.81645, 3.17456], [0.18371, -2.62699, 2.18362], [-1.65625, 0.12212, -0.69398], [-2.98434, -0.23900, 0.42434], [-0.95267, -0.33850, 2.19849], [-1.75159, 1.15255, 1.78292], [1.30535, 4.11161, 1.24646], [3.25492, 3.52416, 0.01340], [4.09735, 1.33809, -0.19405], [3.03649, -0.65024, 0.23033], [-3.03194, -1.97649, -1.39341], [-2.01581, -3.39567, -1.08494], [-2.61098, -1.66061, -3.70104], [-1.01312, -1.16212, -5.53755], [1.43559, -1.23406, -5.03830], [2.16552, -1.80191, -2.74187], [-2.38815, -3.51606, 1.01467], [-3.02568, -2.02589, 1.70008], [-2.65355, -2.88192, 3.93686], [-1.02742, -3.20996, 5.78492], [1.41779, -3.18058, 5.24868], [2.11237, -2.80359, 2.89882], [3.35305, -2.96284, -0.40100], [2.42390, -4.42140, -0.25466], [1.04922, -4.23882, -0.09267], [0.34003, -5.44440, -0.03541], [-1.37797, -5.47893, 0.10193], [0.95819, -6.69910, -0.09708], [0.02572, -8.13870, -0.03553], [2.34678, -6.79970, -0.20511], [3.11360, -8.32185, -0.21652], [3.09874, -5.62956, -0.30363], [4.80181, -5.69270, -0.47626], [-2.38098, 5.54148, -0.70558], [-2.42195, 3.57497, -0.66137], [-3.01997, 2.82514, -2.38493], [-3.59681, 3.00438, 0.82902], [-0.07168, 2.48128, -0.51872], [0.71239, 2.04934, 1.92470], [-0.38470, 2.85012, 2.56129], [-0.32894, 3.29619, 3.84174], [0.70740, 2.90831, 4.70933], [1.66421, 1.99146, 4.24432], [1.65176, 1.52911, 2.96546], [0.88463, 2.55828, -2.25180], [1.83040, 1.66529, -2.73887], [2.51262, 1.93960, -3.91562], [2.24748, 3.10257, -4.62290], [1.28494, 3.98737, -4.16003], [0.61202, 3.71591, -2.98035], [-3.42131, 5.85372, -0.81042], [-1.81920, 5.92724, -1.55289], [-1.98412, 5.97295, 0.21063], [-4.01230, 3.22039, -2.60085], [-3.07574, 1.73769, -2.37201], [-2.35020, 3.12735, -3.18771], [-4.57322, 3.43937, 0.61455], [-3.26399, 3.39979, 1.78606], [-3.71416, 1.92650, 0.90470], [-1.15599, 3.23722, 1.90758], [-1.09896, 3.96644, 4.19915], [0.75404, 3.29282, 5.71687], [2.41788, 1.62120, 4.92745], [2.37994, 0.78790, 2.67605], [2.05198, 0.76122, -2.19219], [3.26435, 1.24959, -4.27774], [2.79760, 3.32308, -5.52712], [1.06391, 4.88927, -4.71339], [-0.12775, 4.41473, -2.60244]],
  "lowdin_spin": [2.52, 0.01, 0.01, 0.03, 0.06, 0.04, 0.01, 0.02, 0.02, 0.11, 0.00, 0.01, 0.00, 0.01, 0.00, 0.01, 0.05, 0.01, 0.01, 0.00, 0.00, 0.00, 0.01, 0.04, 0.00, 0.00, 0.00, 0.01, 0.00, 0.00, 0.00, 0.00, 0.00, 0.00, 0.00, 0.00, 0.00, 0.00, 0.00, 0.00, 0.00, 0.00, 0.00, 0.00, 0.06, 0.03, -0.05, 0.02, 0.01, -0.01, 0.00, 0.03, 0.01, -0.01, 0.00, 0.00, 0.00, 0.00, 0.00, 0.02, 0.06, 0.22, 0.01, 0.32, 0.01, 0.23, 0.00, 0.00, 0.00, 0.00, 0.00, 0.00, 0.00, 0.00, 0.00, 0.00, 0.00, 0.00, 0.00, 0.00, 0.00, 0.01, -0.01, 0.02, -0.01, 0.01, 0.00, 0.00, 0.00, 0.00, 0.00]
}

***

# 2
{
  "formula": "CH3ClF2",
  "method": "the ωB97M-V functional and the def2-TZVPD basis",
  "smiles": "FCCl.F",
  "homo_energy_ev": -11.573,
  "gap_ev": 12.348,
  "de_lowest_kcal_mol": 15.7,
  "symbols": ["F", "C", "Cl", "H", "H", "F", "H"],
  "coordinates": [[0.11561, 0.03506, -0.91038], [0.23704, -0.80241, 0.15067], [-0.85309, -0.29780, 1.45729], [1.25728, -0.76210, 0.53390], [-0.04507, -1.81291, -0.14591], [-0.60255, 1.94113, -0.91635], [-0.10922, 1.69902, -0.16923]],
  "nbo_charge": [-0.33, 0.04, -0.07, 0.18, 0.18, -0.55, 0.55]
}